Here is a cluster of 2 separate species, C23H20F2NO in total from OMol25. Energies are from the ωB97M-V functional and the def2-TZVPD basis.

Last columns: bonded neighbours and bond lengths (Å).
CARTESIAN COORDINATES (ANGSTROEM)
1 C 3.86 0.63 3.48  C14 1.386, C17 1.385, F21 1.350
2 H -2.54 -1.58 -2.77  C42 1.076
3 H -2.86 -3.55 -0.76  N37 1.022
4 C 0.97 -1.18 -1.11  C24 1.384, C25 1.409, H32 1.072
5 C -3.79 -0.73 3.50  H11 1.075, C29 1.386, C46 1.370
6 H -3.23 2.58 3.53  C9 1.076
7 H 3.26 1.51 -2.78  C18 1.091
8 H -0.89 0.06 -3.63  C43 1.075
9 C -3.01 1.53 3.53  H6 1.076, C29 1.384, C41 1.370
10 H 2.10 -2.24 3.57  C23 1.076
11 H -4.62 -1.41 3.48  C5 1.075
12 H 2.62 1.04 -1.19  C18 1.090
13 C 1.51 1.09 3.51  C16 1.411, C17 1.370, H34 1.067
14 C 3.59 -0.73 3.51  C1 1.386, C23 1.370, H45 1.075
15 C -1.40 -0.29 3.56  C27 1.418, C41 1.411, C46 1.413
16 C 1.20 -0.29 3.55  C13 1.411, C23 1.413, C27 1.418
17 C 2.80 1.53 3.48  C1 1.385, C13 1.370, H39 1.076
18 C 2.72 0.73 -2.23  H7 1.091, H12 1.090, H19 1.090, O38 1.405
19 H 3.28 -0.20 -2.30  C18 1.090
20 C -1.12 -3.72 0.47  C28 1.377, N37 1.376, C44 1.479
21 F 5.13 1.07 3.45  C1 1.350
22 H 0.92 -3.23 1.12  C28 1.077
23 C 2.29 -1.18 3.55  H10 1.076, C14 1.370, C16 1.413
24 C 0.63 -0.40 -2.20  C4 1.384, O38 1.409, C43 1.419
25 C 0.05 -2.12 -0.61  C4 1.409, C28 1.422, C30 1.408
26 H -0.77 -5.04 2.12  C44 1.089
27 C -0.10 -0.85 3.58  C15 1.418, C16 1.418, H36 1.078
28 C 0.09 -3.06 0.45  C20 1.377, H22 1.077, C25 1.422
29 C -4.06 0.63 3.50  C5 1.386, C9 1.384, F40 1.350
30 C -1.21 -2.25 -1.22  C25 1.408, N37 1.386, C42 1.397
31 H -0.94 1.82 3.60  C41 1.067
32 H 1.94 -1.08 -0.65  C4 1.072
33 H -1.77 -5.71 0.84  C44 1.090
34 H 0.74 1.82 3.50  C13 1.067
35 H -2.31 -2.24 3.54  C46 1.076
36 H -0.10 -1.93 3.62  C27 1.078
37 N -1.91 -3.23 -0.54  H3 1.022, C20 1.376, C30 1.386
38 O 1.45 0.58 -2.80  C18 1.405, C24 1.409
39 H 3.03 2.58 3.46  C17 1.076
40 F -5.34 1.08 3.47  C29 1.350
41 C -1.71 1.09 3.56  C9 1.370, C15 1.411, H31 1.067
42 C -1.57 -1.46 -2.32  H2 1.076, C30 1.397, C43 1.364
43 C -0.65 -0.56 -2.78  H8 1.075, C24 1.419, C42 1.364
44 C -1.55 -4.80 1.39  C20 1.479, H26 1.089, H33 1.090, H47 1.090
45 H 4.42 -1.41 3.51  C14 1.075
46 C -2.50 -1.18 3.53  C5 1.370, C15 1.413, H35 1.076
47 H -2.45 -4.51 1.93  C44 1.090

Calculated values
- LUMO level: -0.2207 Eh
- Total charge: +1
- HOMO: -10.11 eV
- ΔE to the lowest compared entry with this formula, charge and spin: 13.77 kcal per mole
- Kohn-Sham gap: 0.151 Eh



Here is the molecule C23H20N2O5 from OMol25. Energies are from the ωB97M-V functional and the def2-TZVPD basis.

Last columns: bonded neighbours and bond lengths (Å).
CARTESIAN COORDINATES (ANGSTROEM)
1 H 0.28 0.98 3.42  C48 1.080
2 C -0.23 1.47 0.59  C27 1.344, C45 1.497, N46 1.401
3 C -2.30 3.14 3.12  C29 1.381, C32 1.397, H37 1.080
4 C -0.28 -3.46 2.81  O26 1.340, C31 1.363, H39 1.072
5 H -0.84 3.42 0.87  C27 1.081
6 H -0.62 0.83 5.69  C43 1.080
7 H 1.21 -5.04 2.61  C31 1.070
8 C 1.08 -3.90 -1.73  H20 1.080, C28 1.385, C50 1.383
9 H -0.96 -0.20 -3.99  C16 1.092
10 C 1.73 -2.12 -3.20  C28 1.383, H34 1.080, C49 1.389
11 C 0.21 2.20 -3.65  C15 1.524, O23 1.198, O42 1.336
12 H 2.42 -3.22 0.99  C35 1.070
13 C 0.69 -2.01 1.51  O26 1.357, C35 1.372, C44 1.468
14 H -2.59 2.16 6.34  C19 1.080
15 C 0.63 0.88 -3.01  C11 1.524, C16 1.540, H25 1.099, N30 1.443
16 C 0.12 -0.30 -3.86  H9 1.092, C15 1.540, H18 1.091, C49 1.504
17 H -0.96 -3.88 -1.09  C50 1.081
18 H 0.60 -0.26 -4.84  C16 1.091
19 C -2.20 2.22 5.33  H14 1.080, C29 1.386, C43 1.385
20 H 1.32 -4.79 -1.18  C8 1.080
21 C -0.52 -2.24 -2.39  H41 1.082, C49 1.391, C50 1.384
22 H -1.31 3.32 -3.84  O42 0.970
23 O 0.93 2.89 -4.32  C11 1.198
24 H 3.05 -3.66 -2.54  C28 1.080
25 H 1.73 0.87 -2.97  C15 1.099
26 O -0.40 -2.23 2.30  C4 1.340, C13 1.357
27 C -0.74 2.46 1.35  C2 1.344, H5 1.081, C32 1.455
28 C 2.04 -3.26 -2.49  C8 1.385, C10 1.383, H24 1.080
29 C -2.80 3.06 4.40  C3 1.381, C19 1.386, H40 1.080
30 N 0.08 0.78 -1.68  C15 1.443, H33 1.008, C45 1.347
31 C 0.87 -4.06 2.37  C4 1.363, H7 1.070, C35 1.411
32 C -1.21 2.36 2.72  C3 1.397, C27 1.455, C48 1.397
33 H -0.08 -0.16 -1.35  N30 1.008
34 H 2.49 -1.62 -3.79  C10 1.080
35 C 1.50 -3.12 1.53  H12 1.070, C13 1.372, C31 1.411
36 O 0.49 2.93 -1.15  C45 1.216
37 H -2.77 3.79 2.40  C3 1.080
38 H -0.79 -0.09 1.78  N46 1.013
39 H -1.06 -3.80 3.46  C4 1.072
40 H -3.65 3.66 4.69  C29 1.080
41 H -1.53 -1.85 -2.36  C21 1.082
42 O -1.09 2.45 -3.47  C11 1.336, H22 0.970
43 C -1.10 1.47 4.96  H6 1.080, C19 1.385, C48 1.383
44 C 0.86 -0.74 0.80  C13 1.468, N46 1.370, O47 1.215
45 C 0.18 1.80 -0.81  C2 1.497, N30 1.347, O36 1.216
46 N -0.16 0.14 1.03  C2 1.401, H38 1.013, C44 1.370
47 O 1.80 -0.54 0.06  C44 1.215
48 C -0.61 1.53 3.67  H1 1.080, C32 1.397, C43 1.383
49 C 0.44 -1.59 -3.16  C10 1.389, C16 1.504, C21 1.391
50 C -0.21 -3.39 -1.68  C8 1.383, H17 1.081, C21 1.384

Calculated values
- LUMO level: 0.0011 Eh
- HOMO: -8.55 eV
- ΔE to the lowest compared entry with this formula, charge and spin: 19.06 kcal per mole
- Kohn-Sham gap: 0.315 Eh



Question: The lowest HOMO belongs to which entry?
Answer: C23H20F2NO